Entry from OMol25: a structure of composition C43H34N3O5TeTi (wB97M-V/def2-TZVPD).

Computed properties:
* Kohn-Sham gap: 6.52 eV
* electronic energy: -3317.1792 Eh
* LUMO: 2.264 eV
* strongest force on any atom: 0.010 hartree/bohr
* net charge: -1

Last column: Mulliken charge in e.
Atoms and positions in Å:
Ti 1.008 -1.368 1.040  -0.240
O -1.702 0.968 3.766  -0.805
C -2.575 -0.020 4.033  0.457
C -3.750 0.328 4.703  -0.588
C -4.691 -0.632 5.012  -0.320
C -4.484 -1.963 4.657  -0.750
C -3.321 -2.310 3.997  -0.549
C -2.350 -1.360 3.681  0.199
C -1.127 -1.771 2.958  1.242
O -0.303 -0.838 2.566  -0.961
N -0.912 -3.039 2.751  -1.052
N 0.295 -3.185 2.077  0.831
C 0.801 -4.365 2.107  -0.346
C 2.114 -4.710 1.622  0.684
C 2.589 -6.010 1.848  -0.665
C 3.872 -6.381 1.518  -0.706
C 4.724 -5.422 0.957  -0.431
C 4.286 -4.140 0.720  -0.615
C 2.965 -3.747 1.028  0.141
O 2.576 -2.538 0.753  -0.389
H -0.979 0.564 3.229  0.362
H -3.896 1.370 4.960  0.434
H -5.600 -0.341 5.527  0.378
H -5.227 -2.716 4.888  0.392
H -3.132 -3.333 3.699  0.452
H 0.220 -5.142 2.607  0.268
H 1.915 -6.727 2.307  0.337
H 4.219 -7.390 1.700  0.376
H 5.744 -5.692 0.703  0.374
H 4.935 -3.393 0.279  0.453
C -0.033 3.727 -3.209  -1.526
C 0.546 2.803 -2.172  0.135
C 1.816 2.986 -1.662  -0.890
C 2.368 2.135 -0.694  0.746
C 3.779 2.330 -0.277  -0.140
O 4.536 1.410 -0.048  -0.614
C 4.296 3.743 -0.151  0.333
C 5.636 3.983 -0.436  -0.464
C 6.160 5.261 -0.322  -0.516
C 5.351 6.307 0.105  -0.341
C 4.019 6.070 0.413  -0.768
C 3.490 4.794 0.276  -0.103
C 1.589 1.080 -0.189  0.876
O 1.980 0.289 0.800  -0.853
C 0.316 0.845 -0.754  -0.792
C -0.186 1.703 -1.713  0.302
C -0.340 -0.416 -0.288  1.032
N 0.273 -1.625 -0.658  0.533
C 0.972 -1.892 -1.894  -0.725
C 0.226 -1.595 -3.190  -0.800
Te -1.754 -2.403 -3.431  0.096
C -2.667 -0.512 -3.690  -0.308
C -2.310 0.276 -4.784  -0.417
C -2.845 1.546 -4.939  -0.540
C -3.753 2.035 -4.008  -0.514
C -4.126 1.247 -2.930  -0.390
C -3.584 -0.024 -2.767  -0.038
C -1.782 -0.420 0.041  0.647
C -2.516 -1.611 0.091  0.151
C -3.839 -1.622 0.504  -1.142
C -4.475 -0.446 0.881  -0.303
C -3.755 0.742 0.851  -0.905
C -2.432 0.754 0.437  -0.288
H 0.676 4.516 -3.469  0.359
H -0.950 4.201 -2.850  0.308
H -0.291 3.186 -4.123  0.260
H 2.417 3.810 -2.032  0.429
H 6.253 3.149 -0.747  0.419
H 7.201 5.443 -0.562  0.372
H 5.760 7.306 0.199  0.366
H 3.389 6.881 0.757  0.375
H 2.449 4.605 0.505  0.452
H -1.176 1.512 -2.122  0.094
H 1.301 -2.934 -1.863  0.507
H 1.893 -1.286 -1.949  0.291
H 0.821 -1.953 -4.030  0.651
H 0.087 -0.520 -3.306  0.024
H -1.607 -0.107 -5.515  0.399
H -2.551 2.156 -5.784  0.418
H -4.164 3.031 -4.121  0.385
H -4.821 1.623 -2.189  0.400
H -3.853 -0.612 -1.899  0.470
H -2.023 -2.537 -0.173  0.190
H -4.376 -2.564 0.546  0.238
H -5.501 -0.461 1.229  0.382
H -4.220 1.667 1.174  0.334
H -1.882 1.688 0.438  0.441

---

Entry from OMol25: a cluster of 2 separate species, C3H13N2O in total (wB97M-V/def2-TZVPD).

Computed properties:
* Kohn-Sham gap: 10.53 eV
* electronic energy: -306.5999 Eh
* LUMO: -3.077 eV
* strongest force on any atom: 0.053 hartree/bohr
* ΔE to the lowest compared entry with this formula, charge and spin: 0.975 eV
* net charge: +1

Last column: Mulliken charge in e.
Atoms and positions in Å:
N -1.098 -0.940 0.139  -0.261
C 0.211 -1.570 0.490  -0.691
C 1.260 -1.027 -0.521  -0.507
N 0.945 0.340 -0.907  -0.376
C 1.540 1.435 -0.198  -0.971
H -0.843 0.015 -0.183  0.418
H -1.610 -1.391 -0.615  0.321
H -1.693 -0.892 0.964  0.374
H 0.571 -1.277 1.475  0.347
H 0.150 -2.650 0.398  0.359
H 2.268 -1.177 -0.129  0.323
H 1.288 -1.703 -1.384  0.440
H 1.183 0.401 -1.889  0.233
H 1.096 1.609 0.788  0.277
H 1.314 2.419 -0.664  0.346
H 2.622 1.536 -0.051  0.361
H -2.432 2.102 1.392  0.313
H -3.031 1.559 0.240  0.308
O -2.255 1.381 0.783  -0.616

---

Entry from OMol25: a cluster of 2 separate species, C4H12S in total (wB97M-V/def2-TZVPD).

Computed properties:
* Kohn-Sham gap (alpha / beta): 2.35 / 8.20 eV
* electronic energy: -557.7216 Eh
* 2S+1: 2
* LUMO (alpha / beta): 3.543 / 3.491 eV
* strongest force on any atom: 0.012 hartree/bohr
* ΔE to the lowest compared entry with this formula, charge and spin: 0.000 eV
* net charge: -1

Last column: Mulliken spin population.
Atoms and positions in Å:
C 3.764 0.839 0.146  1.884
S 2.852 -0.413 -0.816  0.380
H 3.131 1.208 0.954  -0.764
H 4.031 1.682 -0.486  -0.282
H 4.688 0.389 0.507  -0.405
H 1.795 -0.493 0.020  0.034
C -1.790 -1.577 0.154  0.160
C -1.270 -0.205 -0.249  0.330
C -2.297 0.885 -0.059  0.222
H -2.679 -1.812 -0.436  -0.011
H -1.051 -2.368 0.066  -0.057
H -2.119 -1.545 1.199  -0.073
H -0.381 0.050 0.314  -0.126
H -0.923 -0.204 -1.283  -0.085
H -1.905 1.861 -0.344  -0.145
H -2.644 0.967 0.968  -0.041
H -3.201 0.737 -0.654  -0.021

---

Entry from OMol25: the ion C7H12N2P with charge +1 (wB97M-V/def2-TZVPD).

Computed properties:
* Kohn-Sham gap (alpha / beta): 6.76 / 6.35 eV
* electronic energy: -724.3782 Eh
* LUMO (alpha / beta): -5.742 / -5.515 eV
* strongest force on any atom: 0.089 hartree/bohr
* ΔE to the lowest compared entry with this formula, charge and spin: 3.950 eV
* net charge: +1

Last column: Mulliken charge in e.
Atoms and positions in Å:
C 1.220 -1.807 0.780  -0.382
C 2.290 0.365 -0.727  -0.365
C 0.517 -0.812 0.132  0.000
C 2.410 2.738 -0.937  -0.243
C -1.689 -2.177 0.388  -1.641
C -1.628 0.368 0.405  -1.289
C -1.025 -0.908 -0.151  0.914
N 1.038 0.179 -0.500  -0.286
N 2.867 1.554 -1.049  -0.055
P 2.901 -1.727 1.099  0.135
H 0.675 -2.601 1.296  0.277
H 2.914 -0.477 -1.024  0.538
H 3.104 3.570 -1.163  0.253
H 1.488 3.183 -0.526  0.301
H -2.788 -2.121 0.237  0.365
H -1.437 -2.537 1.403  0.336
H -1.332 -2.961 -0.230  0.497
H -2.797 0.226 0.490  0.323
H -1.294 1.122 -0.204  0.456
H -1.222 0.538 1.454  0.278
H -1.073 -0.735 -1.221  0.314
H 3.798 1.520 -1.374  0.275

---

Entry from OMol25: a structure of composition C46H58BeN7O4 (wB97M-V/def2-TZVPD).

Computed properties:
* Kohn-Sham gap: 6.14 eV
* electronic energy: -2486.2778 Eh
* LUMO: -4.687 eV
* strongest force on any atom: 0.080 hartree/bohr
* ΔE to the lowest compared entry with this formula, charge and spin: 0.777 eV
* net charge: +1

Last column: Mulliken charge in e.
Atoms and positions in Å:
Be -6.301 -10.542 5.052  1.159
C -7.876 -13.485 8.561  0.825
C -8.002 -12.981 7.103  2.544
O -6.960 -12.229 6.601  -0.372
H -7.750 -12.662 9.271  0.052
H -6.954 -14.067 8.669  -0.460
H -8.700 -14.105 8.918  -0.512
H -8.961 -12.446 7.098  -1.398
H -8.198 -13.880 6.492  -1.132
N -3.348 -16.124 9.064  -0.650
C -2.146 -15.544 8.966  -0.382
C -1.909 -14.319 8.344  -0.671
C -2.987 -13.639 7.794  -0.453
C -4.237 -14.238 7.901  0.460
C -4.364 -15.478 8.511  -0.229
H -1.342 -16.072 9.464  0.384
H -0.933 -13.866 8.238  0.411
H -2.923 -12.672 7.312  0.488
H -5.120 -13.693 7.581  0.106
H -5.365 -15.883 8.604  0.454
N -12.329 -14.684 5.536  -0.399
C -13.612 -15.001 5.439  -0.310
C -14.079 -16.316 5.334  -0.554
C -13.145 -17.327 5.428  -0.457
C -11.817 -17.015 5.682  -0.505
C -11.444 -15.670 5.670  0.485
H -14.367 -14.231 5.331  0.488
H -15.112 -16.459 5.048  0.427
H -13.419 -18.367 5.303  0.398
H -11.106 -17.793 5.924  0.387
H -10.401 -15.456 5.868  0.076
N -4.188 -10.850 12.601  -0.624
C -4.204 -11.409 11.401  -0.485
C -5.146 -12.364 11.018  0.126
C -6.074 -12.808 11.943  -0.484
C -6.167 -12.097 13.136  -0.417
C -5.200 -11.147 13.424  -0.298
H -3.430 -11.183 10.675  0.436
H -5.165 -12.844 10.049  0.520
H -6.851 -13.521 11.698  0.498
H -6.975 -12.269 13.835  0.411
H -5.356 -10.576 14.331  0.345
N -8.419 -9.365 5.099  0.138
C -8.510 -8.116 4.600  -0.247
C -9.669 -7.382 4.583  -0.629
C -10.832 -7.966 5.071  -0.478
C -10.772 -9.230 5.623  -0.459
C -9.542 -9.895 5.580  0.096
H -7.595 -7.706 4.192  0.371
H -9.667 -6.381 4.177  0.434
H -11.766 -7.422 5.021  0.438
H -11.668 -9.643 6.069  0.425
H -9.515 -10.865 6.059  -0.174
N -6.182 -8.888 6.963  0.157
C -6.921 -9.247 8.007  -0.022
C -6.764 -8.573 9.213  -0.835
C -5.949 -7.459 9.268  -0.263
C -5.285 -7.005 8.134  -0.713
C -5.465 -7.758 6.983  -0.332
H -7.537 -10.137 8.009  0.393
H -7.293 -8.895 10.100  0.486
H -5.785 -6.988 10.229  0.431
H -4.710 -6.093 8.083  0.427
H -4.988 -7.503 6.046  0.404
N -4.915 -12.176 3.855  -0.087
C -4.736 -13.407 4.351  0.185
C -3.928 -14.367 3.763  -0.480
C -3.403 -14.121 2.514  -0.448
C -3.542 -12.848 1.973  -0.687
C -4.329 -11.947 2.657  -0.125
H -5.228 -13.599 5.298  0.262
H -3.753 -15.309 4.258  0.408
H -2.779 -14.841 2.001  0.427
H -3.138 -12.592 1.005  0.412
H -4.375 -10.908 2.353  0.338
N -10.148 -9.873 11.754  -0.472
C -9.847 -11.167 11.563  -0.296
C -10.785 -12.195 11.595  0.137
C -12.097 -11.867 11.912  -0.404
C -12.380 -10.544 12.223  -0.386
C -11.387 -9.588 12.166  -0.512
H -8.775 -11.320 11.507  0.650
H -10.607 -13.260 11.539  -0.058
H -12.906 -12.582 11.977  0.524
H -13.380 -10.247 12.511  0.407
H -11.566 -8.561 12.460  0.394
C -13.742 -13.104 8.224  -1.056
C -12.892 -11.956 7.700  0.583
O -13.374 -10.958 7.214  -0.625
C -11.409 -12.004 8.047  1.746
H -14.090 -12.904 9.239  0.350
H -13.173 -14.032 8.231  0.027
H -14.621 -13.243 7.596  0.357
H -11.097 -13.046 8.060  -0.050
H -11.211 -11.389 8.924  0.104
H -10.882 -11.506 7.234  -1.526
C -11.099 -16.538 9.062  -0.615
C -11.087 -15.860 10.422  0.812
O -12.052 -15.188 10.715  -0.529
C -9.914 -16.002 11.349  -1.081
H -10.749 -17.554 9.261  0.561
H -10.417 -15.992 8.409  -0.149
H -12.109 -16.576 8.665  0.258
H -10.211 -15.614 12.321  0.359
H -9.094 -15.428 10.913  0.022
H -9.673 -17.055 11.496  0.481
C -8.260 -16.729 4.407  -0.761
C -6.787 -16.700 4.744  0.565
O -5.945 -16.702 3.880  -0.572
C -6.480 -16.540 6.206  -0.436
H -8.450 -16.826 3.343  0.384
H -8.671 -15.764 4.716  0.012
H -8.718 -17.491 5.039  0.264
H -5.439 -16.264 6.350  0.163
H -6.736 -17.389 6.842  0.516
H -7.094 -15.731 6.616  -0.084

---

Entry from OMol25: a cluster of 2 separate species, C3H7N in total (wB97M-V/def2-TZVPD).

Computed properties:
* Kohn-Sham gap: 11.24 eV
* electronic energy: -173.1814 Eh
* LUMO: 1.107 eV
* strongest force on any atom: 0.028 hartree/bohr
* ΔE to the lowest compared entry with this formula, charge and spin: 1.650 eV
* SMILES: C=C.C=N

Last column: Mulliken charge in e.
Atoms and positions in Å:
C -1.754 0.052 -1.668  -0.468
C -3.006 -0.163 -1.309  -0.448
H -1.541 0.964 -2.222  0.191
H -0.866 -0.495 -1.386  0.254
H -3.773 0.514 -1.650  0.230
H -3.294 -1.158 -1.002  0.240
C 2.760 -0.297 1.982  -0.244
N 3.121 0.502 1.073  -0.468
H 2.663 -0.039 3.038  0.221
H 2.584 -1.332 1.697  0.250
H 3.106 1.453 1.447  0.242